A.
Entry from the OMol25 dataset: the molecule C6H8N2 (ωB97M-V/def2-TZVPD).

Summary:
Structure (SMILES) ... C1=C[C@H]2NN=C[C@@H]2C1
HOMO-LUMO gap ... 8.90 eV
Charge ... 0

Cartesian coordinates (Å):
C 1.67 1.13 -0.29
C 0.88 0.56 -1.22
C -0.53 0.21 -0.66
N -1.50 -0.85 -1.11
N -1.93 -1.64 -0.22
C -1.45 -1.22 1.00
C -0.12 -0.33 0.75
C 1.04 0.71 1.12
H 2.73 1.50 -0.56
H 0.69 0.83 -2.22
H -1.40 0.97 -0.25
H -1.45 -1.45 -1.99
H -1.64 -1.89 1.98
H 0.59 -1.13 0.43
H 1.77 0.72 1.97
H 0.64 1.87 1.27


B.
Entry from the OMol25 dataset: the molecule C6H8N2 (ωB97M-V/def2-TZVPD).

Summary:
Structure (SMILES) ... C/C=C\n1cccn1
HOMO-LUMO gap ... 9.55 eV
Charge ... 0

Cartesian coordinates (Å):
C 2.66 -0.83 0.00
C 2.14 0.55 0.02
C 0.91 1.08 -0.03
N -0.34 0.39 0.01
C -1.58 1.01 -0.01
C -2.47 -0.01 0.04
C -1.66 -1.17 0.00
N -0.38 -0.91 0.01
H 3.48 -0.95 -0.73
H 3.13 -1.11 0.96
H 1.84 -1.56 -0.27
H 2.90 1.32 0.05
H 0.83 2.18 -0.04
H -1.57 2.09 -0.05
H -3.55 0.12 -0.01
H -2.00 -2.18 -0.18


C.
Entry from the OMol25 dataset: a 2-piece molecular cluster, C6H8N2 overall (ωB97M-V/def2-TZVPD).

Summary:
Structure (SMILES) ... c1cncnc1.C=C
HOMO-LUMO gap ... 10.61 eV
Charge ... 0

Cartesian coordinates (Å):
C 2.07 0.91 -1.45
C 1.14 1.95 -1.44
N 0.78 2.57 -0.31
C 1.37 2.13 0.81
N 2.27 1.14 0.92
C 2.61 0.54 -0.23
H 2.35 0.41 -2.39
H 0.67 2.30 -2.36
H 1.08 2.63 1.74
H 3.35 -0.27 -0.16
C -2.82 -2.73 0.25
C -3.08 -2.04 1.37
H -3.30 -2.47 -0.70
H -2.13 -3.58 0.26
H -3.77 -1.19 1.36
H -2.60 -2.31 2.32


Preferred: C; penalty for the next structure: 12.2 kJ/mol.


A.
Entry from the OMol25 dataset: the molecule C9H12N2O4 (ωB97M-V/def2-TZVPD).

Summary:
Structure (SMILES) ... C=C[C@@]1(OC)NC(=O)CN(C(C)=O)C1=O
HOMO-LUMO gap ... 9.72 eV
Charge ... 0

Cartesian coordinates (Å):
C -2.67 -1.33 -0.81
C -2.25 -0.55 0.14
C -0.82 -0.34 0.64
O -0.65 0.52 1.68
C -1.11 0.00 2.94
N -0.08 -1.58 0.81
C 1.28 -1.48 0.80
O 2.11 -2.30 1.05
C 1.81 -0.01 0.49
N 1.21 0.62 -0.58
C 2.08 1.25 -1.56
C 1.55 1.71 -2.93
O 3.16 1.49 -1.20
C -0.13 0.72 -0.77
O -0.97 1.23 -1.44
H -3.74 -1.31 -1.14
H -2.05 -1.92 -1.33
H -3.04 0.11 0.59
H -1.07 0.87 3.59
H -0.66 -0.96 3.08
H -2.23 -0.21 2.91
H -0.50 -2.34 1.35
H 1.68 0.62 1.48
H 2.90 -0.07 0.25
H 1.42 0.78 -3.54
H 2.16 2.31 -3.51
H 0.59 2.17 -2.96


B.
Entry from the OMol25 dataset: the molecule C9H12N2O4 (ωB97M-V/def2-TZVPD).

Summary:
HOMO-LUMO gap (spin up / spin down) ... 7.35 / 7.49 eV
Charge ... 0

Cartesian coordinates (Å):
C 0.00 -0.25 -1.83
C -1.51 0.00 0.59
C 1.05 -2.38 1.61
C 1.50 -1.12 1.29
C -3.08 1.27 -0.85
C -0.54 1.12 -1.26
C 1.34 -0.38 0.14
C -4.17 0.58 -0.20
C 2.94 1.35 0.54
N 0.86 -0.87 -1.02
N -1.75 0.67 -0.49
O -0.40 -0.72 -2.87
O -2.14 -0.58 1.41
O -2.99 2.32 -1.40
O 1.62 0.96 0.11
H 0.95 -2.72 2.66
H 0.57 -3.02 0.91
H 1.99 -0.59 2.12
H 0.02 1.83 -0.66
H -0.86 1.57 -2.29
H -3.87 -0.45 -0.13
H -5.16 0.66 -0.86
H -4.37 1.02 0.77
H 3.08 2.34 0.57
H 3.70 0.99 -0.23
H 3.23 0.79 1.50
H 1.11 -1.76 -1.26


Preferred: A; penalty for the next structure: 205.1 kJ/mol.


A.
Entry from the OMol25 dataset: an isolated ion of composition C6H12N and charge +1 (ωB97M-V/def2-TZVPD).

Summary:
Structure (SMILES) ... C=CC/C(C)=C/[NH3+]
HOMO-LUMO gap ... 9.12 eV
Charge ... +1

Cartesian coordinates (Å):
C -1.62 -0.86 2.48
C -0.46 -0.45 1.88
C -0.30 0.83 1.10
C 0.13 0.37 -0.30
C -0.66 -0.78 -1.05
C 1.30 0.87 -0.79
N 1.75 0.50 -2.06
H -2.58 -0.50 2.23
H -1.59 -1.80 2.96
H 0.31 -1.16 1.90
H 0.37 1.58 1.51
H -1.33 1.30 1.03
H -1.24 -0.28 -1.91
H -1.38 -1.12 -0.24
H 0.18 -1.45 -1.21
H 1.69 1.74 -0.30
H 2.00 1.28 -2.79
H 0.83 -0.01 -2.48
H 2.61 -0.08 -1.97


B.
Entry from the OMol25 dataset: an isolated ion of composition C6H12N and charge +1 (ωB97M-V/def2-TZVPD).

Summary:
HOMO-LUMO gap (spin up / spin down) ... 8.97 / 7.53 eV
Charge ... +1

Cartesian coordinates (Å):
C 2.21 0.30 -0.14
C 2.88 -0.78 -0.15
C 1.29 1.40 0.06
C 0.05 0.69 0.62
C -1.22 -1.45 0.21
C -2.06 0.71 -0.37
N -0.87 -0.12 -0.16
H 2.63 -1.80 0.10
H 3.81 -0.57 -0.46
H 1.73 2.17 0.80
H 1.01 1.98 -0.91
H 0.12 0.19 1.60
H -0.34 -2.03 0.04
H -1.49 -1.42 1.40
H -2.11 -1.85 -0.33
H -2.74 0.47 -1.29
H -2.82 0.74 0.43
H -1.62 1.68 -0.42
H -0.46 -0.31 -1.04


C.
Entry from the OMol25 dataset: an isolated ion of composition C6H12N and charge +1 (ωB97M-V/def2-TZVPD).

Summary:
HOMO-LUMO gap ... 9.47 eV
Charge ... +1

Cartesian coordinates (Å):
C 0.84 2.00 0.00
C -0.37 -1.23 -0.19
C 0.92 -0.43 -0.52
C -1.45 -0.26 -0.54
C 2.10 -0.75 0.36
C -2.39 0.28 0.41
N 0.38 0.92 -0.42
H 0.21 2.87 -0.02
H 1.85 2.12 0.38
H -0.43 -2.14 -0.79
H -0.39 -1.50 0.86
H 1.17 -0.56 -1.58
H -1.61 -0.08 -1.59
H 2.97 -0.13 0.12
H 2.39 -1.79 0.21
H 1.85 -0.61 1.41
H -3.39 -0.12 0.18
H -2.50 1.36 0.27
H -2.14 0.05 1.45


D.
Entry from the OMol25 dataset: an isolated ion of composition C6H12N and charge +1 (ωB97M-V/def2-TZVPD).

Summary:
HOMO-LUMO gap ... 8.22 eV
Charge ... +1

Cartesian coordinates (Å):
C 2.70 0.33 -0.04
C -0.88 0.41 -0.19
C -2.04 -0.31 -0.73
C 0.45 -1.42 0.57
C -0.89 1.64 0.61
C 0.48 -0.18 -0.46
N 1.57 0.66 -0.42
H 3.01 -0.63 0.37
H 3.52 1.12 0.02
H -3.01 -0.41 -0.05
H -1.73 -1.28 -1.12
H -2.46 0.05 -1.65
H 1.37 -1.27 1.16
H -0.40 -1.52 1.26
H 0.56 -2.40 -0.07
H -1.68 2.11 0.10
H 0.14 2.03 0.57
H -1.08 1.55 1.58
H 0.36 -0.47 -1.51


Preferred: C; penalty for the next structure: 58.2 kJ/mol.


A.
Entry from the OMol25 dataset: a 2-piece molecular cluster, C4H12 overall (ωB97M-V/def2-TZVPD).

Summary:
Structure (SMILES) ... CC.CC
HOMO-LUMO gap ... 12.49 eV
Charge ... 0

Cartesian coordinates (Å):
C 0.13 -0.05 -3.16
C -0.50 -0.09 -1.66
H -0.14 -0.90 -3.75
H -0.23 0.90 -3.68
H 1.19 0.14 -3.05
H 0.38 -0.36 -1.00
H -0.97 0.70 -1.30
H -1.05 -1.02 -1.65
C 0.06 0.25 1.70
C 0.17 -0.18 3.16
H -0.83 0.79 1.44
H 0.76 1.04 1.38
H 0.24 -0.60 1.08
H 1.23 -0.43 3.25
H -0.55 -0.94 3.47
H 0.08 0.76 3.77


B.
Entry from the OMol25 dataset: a 2-piece molecular cluster, C4H12 overall (ωB97M-V/def2-TZVPD).

Summary:
Structure (SMILES) ... CC.CC
HOMO-LUMO gap ... 11.83 eV
Charge ... 0

Cartesian coordinates (Å):
C 0.69 1.22 -1.68
C -0.13 -0.14 -2.05
H 1.73 1.04 -1.95
H 0.27 2.20 -1.81
H 0.80 1.11 -0.49
H 0.27 -0.78 -2.93
H -1.20 0.24 -2.15
H 0.05 -0.82 -1.11
C -0.46 -0.74 1.13
C -0.06 -0.17 2.44
H -0.99 -1.73 1.25
H -1.36 -0.26 0.57
H 0.37 -1.17 0.45
H -0.70 -0.59 3.14
H 0.92 -0.34 2.74
H -0.20 0.92 2.43


C.
Entry from the OMol25 dataset: a 2-piece molecular cluster, C4H12 overall (ωB97M-V/def2-TZVPD).

Summary:
Structure (SMILES) ... CC.CC
HOMO-LUMO gap ... 11.94 eV
Charge ... 0

Cartesian coordinates (Å):
C -1.78 0.58 -1.19
C -1.99 0.72 0.29
H -2.46 -0.17 -1.69
H -1.78 1.52 -1.78
H -0.79 0.16 -1.43
H -2.88 0.34 0.73
H -1.45 1.60 0.73
H -1.17 0.10 0.82
C 1.96 0.09 0.45
C 1.64 -1.39 0.35
H 2.91 0.50 0.12
H 1.28 0.86 0.05
H 1.86 0.36 1.52
H 2.06 -1.81 -0.59
H 2.02 -1.91 1.20
H 0.56 -1.59 0.42


D.
Entry from the OMol25 dataset: a 2-piece molecular cluster, C4H12 overall (ωB97M-V/def2-TZVPD).

Summary:
Structure (SMILES) ... CC.CC
HOMO-LUMO gap ... 12.97 eV
Charge ... 0

Cartesian coordinates (Å):
C -0.30 -1.53 -1.31
C -0.90 -2.70 -0.50
H 0.72 -1.36 -1.00
H -0.91 -0.64 -1.18
H -0.32 -1.77 -2.38
H -0.87 -2.47 0.56
H -0.37 -3.62 -0.70
H -1.94 -2.86 -0.78
C 0.16 1.92 0.30
C 1.03 2.32 1.50
H -0.70 1.35 0.63
H 0.74 1.30 -0.40
H -0.18 2.80 -0.23
H 1.34 1.43 2.06
H 0.46 2.96 2.17
H 1.93 2.83 1.17


Preferred: D; penalty for the next structure: 94.9 kJ/mol.